# 1
A cluster of 2 separate species, CH2F3NO in total in a non-equilibrium geometry. Source: the Open Molecules 2025 dataset; level of theory: wB97M-V/def2-TZVPD.

Last column: Löwdin charge in e.
Cartesian coordinates (Å):
1 C -0.42 -1.18 -0.73  -0.45
2 N 0.46 1.44 0.80  -0.07
3 O -0.13 1.20 -0.31  -0.14
4 F -0.45 -1.49 -2.05  0.11
5 F -1.50 -1.46 -0.13  0.19
6 F 0.63 -1.57 0.01  0.11
7 H 1.58 1.47 0.90  0.18
8 H -0.18 1.59 1.50  0.07

Summary:
HOMO (alpha / beta) (eV): -8.98 / -8.66
ΔE to the lowest compared entry with this formula, charge and spin (kcal/mol): 73.40

=====

# 2
A cluster of 3 separate species, CH2F3NOS in total in a non-equilibrium geometry. Source: the Open Molecules 2025 dataset; level of theory: wB97M-V/def2-TZVPD.

Last column: Löwdin charge in e.
Cartesian coordinates (Å):
1 C 0.28 -1.68 0.65  -0.61
2 N -0.38 1.76 -1.09  -0.37
3 O -0.73 -2.07 0.95  0.26
4 F 0.90 -0.93 1.84  -0.08
5 F 0.99 -1.27 -0.29  0.15
6 F 0.91 1.71 1.01  -0.40
7 S -0.06 0.84 -0.04  0.93
8 H -2.18 -0.07 -1.19  0.10
9 H 0.28 1.72 -1.84  0.01

Summary:
HOMO (alpha / beta) (eV): -9.15 / -10.58
ΔE to the lowest compared entry with this formula, charge and spin (kcal/mol): 157.47

=====

# 3
The molecule CH2F3NP2 in a non-equilibrium geometry. Source: the Open Molecules 2025 dataset; level of theory: wB97M-V/def2-TZVPD.

Last column: Löwdin charge in e.
Cartesian coordinates (Å):
1 C -1.65 0.23 0.90  -0.21
2 N 1.13 -0.21 -0.58  -0.42
3 F 1.09 -2.13 -2.29  -0.37
4 F 0.55 1.87 0.83  -0.20
5 F 0.94 -0.34 1.77  -0.16
6 P 1.71 -0.66 -1.95  0.90
7 P 0.15 0.32 0.59  0.54
8 H -1.95 -0.39 0.06  -0.06
9 H -1.97 1.31 0.68  -0.01

Summary:
SMILES string: C=P(F)(F)/N=P\F
HOMO (alpha / beta) (eV): -8.68 / -8.68
ΔE to the lowest compared entry with this formula, charge and spin (kcal/mol): 18.44

=====

# 4
A cluster of 2 separate species, CH2F3NS in total in a non-equilibrium geometry. Source: the Open Molecules 2025 dataset; level of theory: wB97M-V/def2-TZVPD.

Last column: Löwdin charge in e.
Cartesian coordinates (Å):
1 C -1.12 -0.37 0.69  -0.11
2 N 0.72 -1.02 -0.93  -0.26
3 F 2.02 -1.01 -1.49  -0.11
4 F -0.86 1.22 -1.23  -0.29
5 F 1.73 1.54 0.90  -0.35
6 S 0.05 0.20 -0.35  1.00
7 H -1.79 0.46 0.94  0.06
8 H -0.75 -1.02 1.47  0.05

Summary:
HOMO (alpha / beta) (eV): -10.82 / -10.52
ΔE to the lowest compared entry with this formula, charge and spin (kcal/mol): 190.09

=====

# 5
The molecule CH2F3OPS in a non-equilibrium geometry. Source: the Open Molecules 2025 dataset; level of theory: wB97M-V/def2-TZVPD.

Last column: Löwdin charge in e.
Cartesian coordinates (Å):
1 C 1.35 -1.44 0.03  -0.83
2 O -2.92 -1.68 -0.72  -0.79
3 F 1.64 -2.03 -1.11  0.11
4 F 1.46 -2.34 0.99  0.12
5 F 2.36 -0.60 0.21  0.08
6 P -0.38 -0.42 -0.06  0.83
7 S -2.41 -1.20 0.59  0.49
8 H 0.13 0.77 0.33  -0.07
9 H -0.29 -0.41 -1.59  0.06

Summary:
HOMO (eV): -8.00
ΔE to the lowest compared entry with this formula, charge and spin (kcal/mol): 69.58

=====

# 6
A cluster of 2 separate species, CH2F3P in total in a non-equilibrium geometry. Source: the Open Molecules 2025 dataset; level of theory: wB97M-V/def2-TZVPD.

Last column: Löwdin charge in e.
Cartesian coordinates (Å):
1 C -1.19 0.04 0.02  -0.08
2 F 0.66 1.48 -1.12  -0.20
3 F 0.97 1.01 1.19  -0.19
4 F 2.16 -1.85 0.17  -0.38
5 P 0.50 0.27 -0.11  0.86
6 H -1.45 -0.68 0.69  -0.01
7 H -1.65 -0.27 -0.84  0.00

Summary:
HOMO (alpha / beta) (eV): -11.20 / -10.14
ΔE to the lowest compared entry with this formula, charge and spin (kcal/mol): 94.90

=====

- Among the records above, which one has the highest ΔE to the lowest compared entry with this formula, charge and spin?
  CH2F3NS